# C44H53F3N3O4P4PmS

C44H53F3N3O4P4PmS as an isolated structure at a distorted geometry (ωB97M-V with the def2-TZVPD basis set, the OMol25 dataset).

HOMO level (alpha / beta) = -13.411 / -13.415 eV
LUMO (alpha / beta) = -5.59 / -5.23 eV
spin multiplicity = 5
expectation value of S² = 6.006
calculated total energy = -4844.89162 Eh
orbital gap (alpha / beta) = 7.82 / 8.18 eV
charge = +2

Geometry as XYZ:
```
113
Properties=species:S:1:pos:R:3:forces:R:3:lowdin_spin:R:1
Pm -0.238 -0.349 0.694 -2.179 1.023 -2.716 4.05
C 3.027 2.553 0.651 -0.136 -0.341 0.061 0.00
P 1.278 2.290 0.189 0.206 0.872 -0.446 -0.01
C 0.513 3.615 1.216 -0.096 -0.129 0.189 0.00
N 1.109 4.780 1.174 0.285 0.027 0.067 0.00
C 0.564 5.824 1.824 -0.603 -0.074 0.380 0.00
C 1.141 7.107 1.741 -0.053 0.292 0.094 0.00
C 0.534 8.158 2.374 0.312 -0.201 -0.258 0.00
C -0.643 7.972 3.125 -0.300 -0.270 0.147 0.00
C -1.219 6.737 3.243 0.059 0.312 0.041 0.00
C -0.629 5.637 2.591 0.604 0.112 -0.381 0.00
N -1.169 4.411 2.691 -0.081 0.032 0.185 0.00
C -0.642 3.426 2.011 0.041 -0.060 -0.159 0.00
P -1.406 1.782 2.294 -0.590 0.927 0.662 -0.01
C -1.096 1.684 4.095 -0.003 -0.213 -0.132 0.00
C -3.264 2.066 2.130 0.419 -0.183 -0.211 0.00
C -3.497 2.317 0.638 0.320 -0.095 0.044 0.00
C -3.824 3.225 2.942 0.037 0.008 -0.073 0.00
C -3.893 0.746 2.597 0.241 0.049 -0.031 0.00
C 1.117 3.082 -1.525 -0.104 -0.502 0.166 0.00
C -0.380 2.999 -1.837 0.167 -0.073 0.189 0.00
C 1.895 2.178 -2.478 -0.104 -0.169 0.252 0.00
C 1.637 4.508 -1.643 -0.164 -0.033 0.077 0.00
H 3.210 3.624 0.761 -0.034 -0.133 -0.077 0.00
H 3.683 2.123 -0.105 0.027 -0.026 0.038 0.00
H 3.199 2.049 1.603 0.111 0.045 -0.046 0.00
H 2.043 7.236 1.163 0.090 0.002 -0.059 0.00
H 0.953 9.151 2.296 0.062 0.031 0.005 0.00
H -1.091 8.825 3.613 -0.057 0.047 0.040 0.00
H -2.122 6.577 3.810 -0.083 -0.002 0.092 0.00
H -1.474 2.589 4.574 0.030 -0.102 -0.062 0.00
H -0.017 1.613 4.252 -0.075 0.001 0.030 0.00
H -1.569 0.794 4.509 0.019 0.046 0.060 0.00
H -3.072 3.280 0.356 -0.009 0.087 -0.082 0.00
H -4.561 2.341 0.411 -0.127 -0.025 -0.025 0.00
H -3.021 1.540 0.027 -0.215 0.154 -0.011 0.00
H -3.436 4.177 2.594 -0.136 -0.048 0.052 0.00
H -3.592 3.125 3.998 0.011 0.038 0.156 0.00
H -4.907 3.233 2.840 -0.211 -0.066 -0.035 0.00
H -3.292 -0.115 2.273 -0.176 -0.047 0.094 0.00
H -4.905 0.642 2.210 -0.126 0.004 -0.072 0.00
H -3.952 0.723 3.683 0.016 -0.124 0.061 0.00
H -0.747 1.981 -1.616 -0.116 0.178 -0.205 0.00
H -0.571 3.226 -2.883 -0.049 -0.037 -0.110 0.00
H -0.940 3.709 -1.229 -0.139 0.005 0.057 0.00
H 1.606 1.133 -2.318 0.110 0.078 -0.198 0.00
H 2.967 2.277 -2.321 0.107 -0.079 -0.012 0.00
H 1.682 2.441 -3.513 -0.054 0.017 -0.098 0.00
H 1.066 5.197 -1.031 0.044 0.068 -0.122 0.00
H 1.561 4.831 -2.680 -0.016 -0.043 -0.189 0.00
H 2.682 4.570 -1.351 0.099 0.068 0.031 0.00
C 1.652 -4.255 -1.167 0.115 -0.073 -0.095 0.00
N 0.833 -3.051 -1.109 -0.237 0.649 0.548 0.00
P -0.807 -3.010 -0.607 0.939 -1.196 -0.173 -0.01
C -0.977 -3.958 0.954 -0.213 0.519 -0.291 0.00
C -0.526 -5.263 1.125 -0.007 0.041 0.039 0.00
C -0.737 -5.916 2.326 0.117 -0.067 -0.126 0.00
C -1.437 -5.292 3.347 -0.127 0.159 0.037 0.00
C -1.946 -4.015 3.160 -0.093 0.006 0.177 0.00
C -1.711 -3.347 1.971 0.051 0.010 -0.242 0.00
C -1.653 -4.174 -1.744 -0.185 0.506 0.096 0.00
C -2.801 -4.818 -1.287 0.051 0.086 0.094 0.00
C -3.524 -5.642 -2.130 -0.072 -0.037 -0.044 0.00
C -3.113 -5.827 -3.440 0.033 0.025 0.034 0.00
C -1.976 -5.183 -3.902 0.022 -0.018 -0.060 0.00
C -1.251 -4.351 -3.065 0.069 0.167 0.088 0.00
P 1.362 -1.451 -1.506 -0.025 -1.149 -1.120 -0.01
C 0.926 -1.433 -3.283 -0.002 0.493 0.390 0.00
C -0.172 -0.684 -3.691 0.111 0.006 0.202 0.00
C -0.559 -0.686 -5.020 -0.132 -0.029 -0.093 0.00
C 0.132 -1.462 -5.936 -0.093 0.023 0.017 0.00
C 1.208 -2.236 -5.529 0.061 -0.118 0.063 0.00
C 1.609 -2.220 -4.206 0.019 0.042 0.060 0.00
C 3.178 -1.459 -1.551 -0.197 0.281 0.273 0.00
C 3.819 -0.760 -2.576 -0.083 -0.103 0.028 0.00
C 5.194 -0.622 -2.569 0.085 0.057 -0.015 0.00
C 5.945 -1.165 -1.540 -0.058 0.011 -0.057 0.00
C 5.314 -1.839 -0.506 0.029 -0.007 0.044 0.00
C 3.935 -1.976 -0.499 -0.074 0.004 -0.003 0.00
H 1.111 -5.053 -1.678 0.032 -0.002 0.016 0.00
H 1.923 -4.586 -0.162 0.022 -0.030 -0.046 0.00
H 2.569 -4.049 -1.717 -0.039 -0.073 -0.011 0.00
H -0.047 -5.782 0.311 0.108 -0.070 -0.065 0.00
H -0.367 -6.922 2.452 0.001 -0.091 0.052 0.00
H -1.611 -5.813 4.276 -0.027 -0.028 0.080 0.00
H -2.538 -3.543 3.931 0.009 0.002 0.105 0.00
H -2.131 -2.347 1.817 0.050 -0.341 0.100 0.00
H -3.122 -4.682 -0.264 -0.072 -0.056 0.072 0.00
H -4.409 -6.139 -1.764 -0.096 -0.067 0.047 0.00
H -3.676 -6.471 -4.097 -0.046 -0.067 -0.070 0.00
H -1.656 -5.325 -4.922 0.058 -0.019 -0.116 0.00
H -0.375 -3.841 -3.438 0.074 0.035 -0.048 0.00
H -0.714 -0.095 -2.951 0.027 0.044 -0.180 0.00
H -1.396 -0.089 -5.345 -0.121 0.063 -0.032 0.00
H -0.173 -1.475 -6.970 -0.044 0.036 -0.152 0.00
H 1.737 -2.853 -6.238 0.049 -0.038 -0.112 0.00
H 2.460 -2.803 -3.887 0.088 -0.078 -0.051 0.00
H 3.245 -0.344 -3.391 0.013 0.055 -0.040 0.00
H 5.676 -0.087 -3.373 0.080 0.033 -0.086 0.00
H 7.019 -1.063 -1.549 0.095 0.001 0.043 0.00
H 5.903 -2.250 0.299 0.020 -0.082 0.101 0.00
H 3.447 -2.484 0.320 0.019 -0.061 0.023 0.00
F 3.362 -1.994 3.792 -0.207 0.266 -0.219 0.00
C 2.055 -2.046 3.998 0.330 -0.678 0.541 0.00
F 1.773 -1.593 5.206 -0.134 0.208 -0.335 0.00
F 1.651 -3.307 3.888 -0.107 0.203 -0.069 0.00
S 1.160 -1.087 2.696 1.749 -0.110 2.934 0.00
O 1.640 0.271 2.578 0.260 0.087 0.091 0.00
O -0.259 -1.100 3.005 -0.563 -0.198 0.475 0.00
O 1.367 -1.809 1.449 0.662 -0.895 -0.529 -0.01
O -2.928 -0.818 -0.183 -0.179 0.096 0.226 0.00
H -3.189 -0.952 -1.105 0.144 -0.087 0.025 0.00
H -3.728 -1.018 0.332 0.257 0.201 -0.106 0.00
```
Forces are in eV/Å.